Entry from OMol25: 2 unconnected molecules or ions with the total composition C4H5N2P (ωB97M-V with the def2-TZVPD basis set).

Cartesian coordinates (Å):
1 C -2.60 -0.97 -0.15
2 C 0.07 -0.20 -0.18
3 C 0.22 0.89 0.98
4 C -1.09 0.21 -1.09
5 N -3.25 -1.89 0.03
6 N -1.43 1.48 -0.91
7 P -0.99 2.22 0.41
8 H 1.02 -0.33 -0.68
9 H -0.19 -1.17 0.13
10 H 0.21 0.43 1.98
11 H 1.22 1.40 0.93
12 H -1.28 -0.34 -2.00

Properties
F_max   4.232 eV/Å
Total charge   0
Highest occupied orbital energy (spin up / spin down)   -10.2180 / -10.2187 eV
Energy   -16494.283 eV
Kohn-Sham gap (spin up / spin down)   0.30133 / 0.30137 Ha
ΔE to the lowest compared entry with this formula, charge and spin   61.4 kcal per mole

These are the Löwdin partial charges, in e, on atoms 1 to 6: atom 1 (C): -0.194, atom 2 (C): -0.238, atom 3 (C): -0.346, atom 4 (C): -0.299, atom 5 (N): -0.017, atom 6 (N): -0.322